Record 1
Computed, not measured: C21H20FN3O3 in the gas phase, with ωB97M-V/def2-TZVPD.

```
48
Properties=species:S:1:pos:R:3:nbo_charge:R:1
C 7.090 0.121 -1.050 -0.41
N 6.151 0.797 -0.187 -0.41
C 6.618 1.921 0.589 -0.41
C 4.858 0.393 -0.114 0.32
C 4.412 -0.770 -0.777 -0.33
C 3.106 -1.170 -0.697 -0.10
C 2.140 -0.450 0.041 -0.20
C 0.823 -0.977 0.051 0.04
C -0.389 -0.651 0.617 -0.35
C -0.723 0.503 1.439 0.68
O -0.010 1.445 1.722 -0.61
N -2.016 0.502 1.939 -0.64
C -3.029 -0.397 1.719 0.82
O -4.115 -0.270 2.232 -0.61
N -2.696 -1.442 0.888 -0.48
C -3.763 -2.354 0.502 -0.21
C -4.324 -1.975 -0.879 -0.43
C -4.713 -0.525 -0.883 -0.03
C -3.786 0.444 -1.252 -0.21
C -4.094 1.790 -1.170 -0.27
C -5.347 2.155 -0.715 0.39
F -5.656 3.468 -0.631 -0.33
C -6.292 1.216 -0.348 -0.27
C -5.964 -0.124 -0.432 -0.17
C -1.453 -1.624 0.301 0.69
O -1.285 -2.574 -0.442 -0.62
C 2.591 0.711 0.697 -0.11
C 3.898 1.114 0.624 -0.32
H 6.694 0.039 -2.065 0.20
H 7.322 -0.883 -0.681 0.20
H 8.015 0.690 -1.097 0.21
H 6.347 1.804 1.641 0.20
H 6.198 2.863 0.222 0.20
H 7.701 1.981 0.526 0.21
H 5.102 -1.369 -1.349 0.22
H 2.804 -2.070 -1.212 0.21
H 0.740 -1.894 -0.530 0.24
H -2.257 1.295 2.524 0.43
H -4.539 -2.274 1.264 0.24
H -3.353 -3.365 0.475 0.23
H -5.185 -2.610 -1.086 0.22
H -3.555 -2.165 -1.630 0.23
H -2.810 0.144 -1.607 0.21
H -3.379 2.549 -1.447 0.23
H -7.259 1.537 0.005 0.23
H -6.688 -0.869 -0.136 0.21
H 1.890 1.300 1.263 0.26
H 4.181 2.017 1.139 0.22
```

Properties
Structure (SMILES): CN(C)c1ccc(/C=C2\C(=O)NC(=O)N(CCc3ccc(F)cc3)C2=O)cc1
Total charge: 0
Maximum force in eV Å⁻¹: 0.8
HOMO-LUMO gap in eV: 7.3
Spin multiplicity: 1
ΔE to the lowest compared entry with this formula, charge and spin in kcal per mole: 0.00



Record 2
Computed, not measured: a molecular structure, C21H20MnN5PS4, with ωB97M-V/def2-TZVPD.

```
52
Properties=species:S:1:pos:R:3:nbo_charge:R:1
Mn -0.398 -0.811 1.312 0.55
N -0.492 1.238 -0.977 -0.89
P 0.787 0.590 -0.031 1.28
C 1.488 2.097 0.723 -0.44
C 2.012 3.085 -0.116 -0.19
C 2.475 4.268 0.431 -0.19
C 2.436 4.470 1.803 -0.15
C 1.908 3.495 2.635 -0.21
C 1.421 2.316 2.096 -0.13
C 1.974 0.042 -1.262 -0.44
C 3.332 0.292 -1.081 -0.14
C 4.245 -0.231 -1.979 -0.20
C 3.809 -1.030 -3.026 -0.16
C 2.455 -1.291 -3.196 -0.18
C 1.533 -0.768 -2.311 -0.20
C -1.699 1.307 -0.334 0.42
C -2.734 2.159 -0.728 -0.27
C -3.915 2.155 -0.018 -0.09
C -4.053 1.288 1.068 -0.26
C -2.996 0.466 1.394 0.06
N -1.837 0.464 0.713 -0.54
H -0.310 1.928 -1.702 0.43
H 2.067 2.920 -1.184 0.22
H 2.868 5.036 -0.217 0.24
H 2.819 5.387 2.222 0.24
H 1.869 3.658 3.701 0.24
H 0.991 1.563 2.747 0.20
H 3.659 0.906 -0.255 0.23
H 5.293 -0.007 -1.872 0.24
H 4.524 -1.458 -3.712 0.24
H 2.121 -1.907 -4.016 0.24
H 0.475 -0.977 -2.409 0.22
H -2.591 2.825 -1.563 0.24
H -4.716 2.820 -0.298 0.25
H -4.962 1.255 1.644 0.25
H -3.065 -0.222 2.234 0.21
S 0.978 -1.007 2.924 -0.19
S 2.929 -1.242 2.797 0.24
S 3.210 -2.660 1.184 0.38
S 1.520 -2.847 0.224 0.03
N -3.509 -4.060 -1.808 -0.74
C -2.935 -3.688 -0.668 0.40
C -2.019 -2.595 -0.576 -0.04
N -1.504 -2.244 0.586 -0.43
C -1.848 -2.932 1.686 -0.13
C -2.733 -4.002 1.587 0.08
N -3.256 -4.358 0.442 -0.40
H -3.335 -3.593 -2.681 0.41
H -4.147 -4.842 -1.788 0.44
H -1.714 -2.037 -1.451 0.21
H -1.419 -2.651 2.646 0.22
H -3.017 -4.569 2.462 0.23
```

Properties
Total charge: +2
Maximum force in eV Å⁻¹: 2.3
HOMO-LUMO gap (alpha / beta) in eV: 5.1 / 5.1
Spin multiplicity: 2



Record 3
Computed, not measured: C21H20N4O3S2 in the gas phase, with ωB97M-V/def2-TZVPD.

```
50
Properties=species:S:1:pos:R:3:nbo_charge:R:1
H -2.706 -3.527 0.239 0.34
N -3.034 -2.899 -0.477 -0.68
C -2.267 -1.868 -0.612 0.41
N -2.679 -0.985 -1.624 -0.64
C -2.241 0.398 -1.815 -0.04
C -2.596 0.906 -3.255 -0.42
C -4.047 0.962 -3.651 -0.65
S -5.001 1.937 -2.444 2.11
O -6.433 1.671 -2.583 -0.94
O -4.708 3.388 -2.567 -0.94
C -4.433 1.301 -0.861 -0.67
C -2.905 1.244 -0.749 -0.43
C -1.083 -1.665 0.215 -0.28
C -1.018 -1.876 1.594 -0.16
C 0.268 -1.480 2.129 -0.18
C 0.679 -1.566 3.525 0.64
O -0.158 -1.713 4.425 -0.61
N 2.037 -1.305 3.814 -0.40
C 2.463 -1.406 5.181 -0.41
C 2.908 -0.795 2.793 0.07
C 2.500 -0.567 1.502 -0.14
C 3.358 0.136 0.509 -0.06
C 2.775 1.101 -0.352 -0.18
C 3.571 1.816 -1.256 -0.20
C 4.950 1.617 -1.287 -0.15
C 5.520 0.637 -0.459 -0.19
C 6.923 0.367 -0.551 0.27
N 8.061 0.219 -0.741 -0.29
C 4.724 -0.071 0.454 -0.10
C 1.137 -0.991 1.185 -0.12
S 0.443 -1.117 -0.434 0.44
H -3.559 -1.282 -2.054 0.41
H -1.132 0.462 -1.769 0.22
H -2.194 1.919 -3.372 0.23
H -2.037 0.224 -3.937 0.23
H -4.515 -0.008 -3.664 0.23
H -4.181 1.371 -4.631 0.26
H -4.828 1.958 -0.048 0.27
H -4.857 0.294 -0.704 0.25
H -2.655 0.866 0.219 0.23
H -2.471 2.245 -0.830 0.22
H -1.826 -2.288 2.179 0.25
H 2.403 -2.441 5.518 0.22
H 1.856 -0.766 5.855 0.23
H 3.522 -1.135 5.305 0.21
H 3.897 -0.475 3.111 0.22
H 1.711 1.276 -0.248 0.22
H 3.129 2.557 -1.902 0.23
H 5.529 2.177 -1.995 0.23
H 5.200 -0.822 1.118 0.22
```

Properties
Structure (SMILES): [H]/N=C(/NC1CCS(=O)(=O)CC1)c1cc2c(=O)n(C)cc(-c3cccc(C#N)c3)c2s1
Total charge: 0
Maximum force in eV Å⁻¹: 3.6
HOMO-LUMO gap in eV: 8.1
Spin multiplicity: 1
ΔE to the lowest compared entry with this formula, charge and spin in kcal per mole: 63.63



Record 4
Computed, not measured: a molecular structure, C21H21AlN6STe, with ωB97M-V/def2-TZVPD.

```
51
Properties=species:S:1:pos:R:3:nbo_charge:R:1
Al -0.118 0.154 -1.819 1.36
S 1.807 -0.825 -2.295 -0.28
C 2.104 -0.905 -0.523 0.13
N 3.375 -0.812 -0.195 -0.12
N 3.936 -1.040 0.929 -0.20
C 3.589 -1.877 1.979 0.13
C 2.808 -3.021 1.778 -0.22
C 2.650 -3.921 2.810 -0.18
C 3.220 -3.672 4.054 -0.15
C 3.956 -2.514 4.268 -0.19
C 4.158 -1.625 3.234 -0.21
N 1.149 -0.851 0.368 -0.17
N -0.036 -0.449 -0.028 -0.55
C -1.027 -0.260 0.926 0.18
C -0.953 -0.741 2.232 -0.23
C -1.999 -0.483 3.097 -0.16
C -3.101 0.249 2.674 -0.18
C -3.176 0.730 1.370 -0.18
C -2.142 0.467 0.500 -0.25
H 4.853 -0.591 1.008 0.42
H 2.398 -3.234 0.804 0.22
H 2.093 -4.829 2.647 0.24
H 3.105 -4.388 4.851 0.24
H 4.386 -2.317 5.237 0.24
H 4.743 -0.730 3.386 0.23
H -0.083 -1.301 2.540 0.24
H -1.951 -0.849 4.111 0.24
H -3.911 0.444 3.358 0.24
H -4.026 1.314 1.054 0.24
H -2.126 0.830 -0.538 0.16
C -3.519 0.081 -3.933 -0.83
Te -1.852 -1.173 -3.369 0.71
C -2.806 -2.208 -1.727 -0.82
H -3.867 0.725 -3.131 0.24
H -4.323 -0.580 -4.244 0.26
H -3.214 0.680 -4.786 0.26
H -3.585 -2.844 -2.139 0.26
H -3.229 -1.514 -1.005 0.25
H -2.055 -2.830 -1.246 0.25
N -3.010 5.836 -2.493 -0.17
C -2.068 5.190 -2.461 0.21
C -0.921 4.350 -2.399 -0.16
C 0.375 4.859 -2.529 -0.04
C 1.439 3.978 -2.424 -0.22
C 1.190 2.636 -2.215 0.09
N -0.054 2.142 -2.099 -0.64
C -1.089 2.986 -2.184 0.11
H 0.538 5.913 -2.700 0.27
H 2.454 4.327 -2.516 0.27
H 2.002 1.920 -2.144 0.25
H -2.086 2.575 -2.076 0.23
```

Properties
Total charge: +2
Maximum force in eV Å⁻¹: 1.6
HOMO-LUMO gap (alpha / beta) in eV: 6.0 / 6.2
Spin multiplicity: 1
ΔE to the lowest compared entry with this formula, charge and spin in kcal per mole: 7.06



Record 5
Computed, not measured: a molecular structure, C21H21AsB11Br6ClO2Pt, with ωB97M-V/def2-TZVPD.

```
64
Properties=species:S:1:pos:R:3:lowdin_spin:R:1
Pt 0.344 -1.098 0.427 0.70
Br -0.858 1.131 0.362 0.02
B 2.009 -1.192 1.661 0.07
B 2.234 -2.444 2.909 0.04
C 3.141 -1.649 4.118 0.01
B 1.910 -0.750 3.364 0.05
B 3.449 -0.005 3.841 0.04
B 4.721 -1.226 3.684 0.02
B 3.978 -2.732 3.134 0.03
B 3.301 -2.452 1.509 0.07
Br 3.409 -3.907 0.184 0.62
B 4.873 -1.726 1.958 0.09
Br 6.489 -2.302 1.128 0.15
B 4.532 0.018 2.408 0.10
Br 5.804 1.393 2.102 0.49
B 2.763 0.314 2.208 0.05
Br 2.089 2.052 1.700 0.02
B 3.570 -0.760 1.011 0.04
Br 3.731 -0.261 -0.847 0.05
H 1.463 -3.299 3.174 0.00
H 2.970 -1.951 5.144 0.00
H 0.925 -0.441 3.940 0.00
H 3.480 0.792 4.707 0.00
H 5.611 -1.260 4.457 0.00
H 4.370 -3.776 3.517 0.00
C -4.878 5.234 -1.279 0.00
C -3.887 5.151 -2.254 0.00
C -3.037 4.059 -2.288 0.00
C -3.245 3.063 -1.329 0.00
C -4.222 3.121 -0.332 0.00
C -5.044 4.229 -0.323 0.00
As -2.263 1.489 -1.557 0.01
C -1.224 1.296 -3.135 0.07
C -0.177 2.044 -3.577 0.04
C 0.372 1.733 -4.846 0.18
C -0.143 0.693 -5.626 0.00
C -1.197 -0.068 -5.169 0.10
C -1.765 0.209 -3.899 0.09
C -2.846 -0.499 -3.316 0.11
C -3.558 -1.564 -3.937 0.10
C -4.609 -2.157 -3.279 0.00
C -4.985 -1.716 -2.003 0.19
C -4.303 -0.650 -1.357 0.04
C -3.263 -0.068 -2.010 0.07
H -5.527 6.099 -1.255 0.00
H -3.772 5.938 -2.987 0.00
H -2.258 3.997 -3.035 0.00
H -4.335 2.352 0.421 0.00
H -5.818 4.313 0.429 0.00
H 0.227 2.866 -3.000 0.00
H 1.197 2.325 -5.224 0.01
H 0.286 0.490 -6.598 0.00
H -1.590 -0.865 -5.786 0.00
H -3.290 -1.896 -4.931 0.00
H -5.161 -2.959 -3.753 0.00
H -5.825 -2.184 -1.502 0.01
H -4.628 -0.320 -0.379 0.00
Cl 1.225 -5.722 -0.402 0.21
C -0.117 -4.808 -1.120 0.01
C -0.082 -3.358 -0.732 0.01
O -0.695 -2.468 -1.339 0.06
O 0.645 -3.053 0.304 0.05
H -1.046 -5.244 -0.752 0.00
H -0.079 -4.898 -2.202 0.00
```

Properties
Total charge: +4
Maximum force in eV Å⁻¹: 0.9
HOMO-LUMO gap (alpha / beta) in eV: 6.7 / 4.6
Spin multiplicity: 5



Record 6
Computed, not measured: a molecular structure, C21H21BF4N5O2S2V, with ωB97M-V/def2-TZVPD.

```
57
Properties=species:S:1:pos:R:3:nbo_charge:R:1
V -0.981 0.757 -0.044 1.19
C 4.145 -5.163 0.748 -0.65
C 3.648 -3.806 0.356 0.09
C 2.518 -3.680 -0.462 -0.23
C 2.051 -2.444 -0.849 -0.08
C 2.719 -1.304 -0.400 -0.46
C 3.851 -1.398 0.408 -0.14
C 4.305 -2.649 0.777 -0.21
S 2.187 0.256 -0.899 2.34
O 3.105 1.264 -0.491 -0.87
O 1.559 0.236 -2.180 -0.89
N 0.783 0.590 0.104 -0.70
C 0.778 0.811 1.516 0.36
C 1.826 0.783 2.407 -0.23
C 1.494 1.010 3.738 -0.06
C 0.175 1.237 4.125 -0.23
C -0.813 1.254 3.165 0.11
N -0.491 1.059 1.881 -0.49
H 3.364 -5.725 1.261 0.24
H 5.012 -5.098 1.400 0.23
H 4.427 -5.733 -0.139 0.25
H 2.013 -4.574 -0.807 0.24
H 1.196 -2.356 -1.505 0.23
H 4.388 -0.507 0.706 0.25
H 5.194 -2.733 1.389 0.24
H 2.840 0.612 2.080 0.27
H 2.277 1.008 4.486 0.26
H -0.083 1.405 5.160 0.27
H -1.857 1.427 3.388 0.24
N -0.753 7.979 -0.858 -0.18
C -0.786 6.834 -0.788 0.22
C -0.830 5.401 -0.695 -0.08
C -1.770 4.799 0.141 -0.17
C -1.807 3.417 0.227 -0.16
C -0.884 2.673 -0.506 -0.14
C 0.054 3.258 -1.354 -0.21
C 0.071 4.637 -1.443 -0.13
H -2.462 5.408 0.706 0.26
H -2.554 2.948 0.861 0.23
H 0.747 2.665 -1.934 0.26
H 0.787 5.132 -2.086 0.26
C -5.047 -2.051 -1.958 -0.45
N -4.302 -0.839 -1.615 -0.50
C -3.215 -0.449 -2.232 0.39
N -2.708 -1.119 -3.246 -0.73
S -2.468 1.107 -1.778 0.14
H -5.911 -2.118 -1.305 0.26
H -4.419 -2.928 -1.806 0.24
H -5.393 -1.994 -2.991 0.23
H -4.632 -0.251 -0.864 0.44
H -3.123 -1.974 -3.587 0.43
H -1.863 -0.791 -3.688 0.44
F -0.984 -1.170 -0.841 -0.49
B -1.683 -1.793 0.336 1.35
F -2.597 -2.675 -0.060 -0.50
F -2.342 -0.506 0.793 -0.49
F -0.765 -2.140 1.249 -0.49
```

Properties
Total charge: +2
Maximum force in eV Å⁻¹: 0.5
HOMO-LUMO gap in eV: 5.7
Spin multiplicity: 1
ΔE to the lowest compared entry with this formula, charge and spin in kcal per mole: 7.22



Q: Which formula does entry 2 have?
A: C21H20MnN5PS4